CCl3F | wB97M-V/def2-TZVPD

The geometry in XYZ format:
```
5
Properties=species:S:1:pos:R:3:forces:R:3:nbo_charge:R:1
C -0.01770 -0.06689 -0.02865 -1.57 2.35 0.71 0.185
F -1.30428 -0.03643 0.44274 0.18 -0.17 -0.53 -0.330
Cl 0.94478 -0.47980 1.30289 1.21 -0.84 0.92 0.081
Cl 0.33813 1.73298 -0.36490 -0.13 -1.36 -0.54 -0.032
Cl 0.03907 -1.14986 -1.35208 0.31 0.01 -0.57 0.096
```
Forces are in eV/Å.

## Properties
* relative energy (zero: lowest compared OMol25 entry of this formula, charge and spin): 6.4 kcal/mol
* Kohn-Sham gap: 11.661 eV
* LUMO energy: 0.3 eV
* HOMO energy: -0.4183 hartree